This record from the OMol25 dataset describes an isolated ion of composition C34H28F2OP and charge +1 in a non-equilibrium geometry. The level of theory is ωB97M-V/def2-TZVPD.

Geometry as XYZ:
```
66
Properties=species:S:1:pos:R:3:forces:R:3
F -4.11709 1.40215 -3.75574 1.11 -0.31 -0.07
C -2.82319 1.00009 -3.54952 -0.61 0.02 0.31
C -2.58360 -0.32390 -3.20161 0.82 0.36 0.14
C -1.29222 -0.66285 -2.74517 -0.72 0.81 0.00
C -0.29856 0.32004 -2.57448 0.12 -0.45 0.83
C 0.93658 -0.04005 -1.62746 0.04 0.51 -2.20
C 2.23519 0.35678 -2.46351 -0.46 -0.04 1.80
C 3.11842 -0.63847 -2.87909 0.73 0.37 -0.33
C 4.39074 -0.31473 -3.38976 -0.38 0.52 0.28
C 4.72791 1.03005 -3.50564 0.70 0.49 -0.13
F 6.02345 1.38059 -3.85936 -1.71 -0.51 0.23
C 3.82039 2.05360 -3.22091 -0.27 -0.47 0.53
C 2.58870 1.69781 -2.63292 0.84 -0.19 -0.53
C -0.50422 1.54621 -3.23362 -0.40 0.27 0.44
C -1.79470 1.92596 -3.64269 0.30 -0.30 0.07
H -3.39323 -1.04123 -3.20169 0.06 -0.04 -0.15
H -1.10287 -1.69698 -2.50020 0.07 0.02 0.34
H 0.93307 -1.08539 -1.58819 0.02 -1.84 -0.43
H 2.87219 -1.68412 -2.79014 -0.14 -0.15 0.17
H 5.13583 -1.06882 -3.61872 -0.20 0.02 -0.06
H 4.09743 3.09843 -3.35609 0.00 -0.32 0.05
H 1.92279 2.47339 -2.28253 0.11 0.13 0.02
H 0.31019 2.25013 -3.41963 -0.40 -0.19 0.42
H -2.00436 2.94552 -3.95832 0.10 -0.28 -0.18
C 3.51903 0.53272 0.36244 0.98 -0.20 0.24
C 2.30604 -0.31289 0.66621 0.85 0.21 -0.95
C 0.99631 0.26215 -0.06387 0.26 -0.08 2.08
P -0.28675 -0.18282 1.32477 -1.74 -0.42 -0.56
C -0.85413 -1.82052 0.88188 -0.50 -0.01 0.21
C -0.15176 -2.93489 1.35107 0.02 -0.37 -0.38
C -0.50945 -4.19883 0.87846 0.12 -0.12 0.31
C -1.56531 -4.35473 -0.02544 0.13 0.59 -0.06
C -2.28477 -3.22708 -0.43963 -0.36 0.09 0.06
C -1.97185 -1.95169 0.05096 0.11 -0.49 -0.09
C 0.01887 -0.28471 3.15614 0.73 0.56 0.03
C -0.70452 -1.20629 3.94004 0.06 -0.12 -0.15
C -0.53334 -1.23344 5.33355 -0.20 0.00 -0.26
C 0.33157 -0.34720 5.97337 0.02 0.21 -0.78
C 1.01620 0.59080 5.19558 0.06 0.30 -0.51
C 0.85692 0.64643 3.79620 -0.20 -0.42 0.34
C -1.68574 0.99432 1.19852 0.14 0.15 0.01
C -2.66887 1.05675 2.21078 -0.09 0.23 -0.44
C -3.76598 1.91771 2.04950 0.18 -0.27 0.33
C -3.89085 2.73153 0.92132 0.69 -0.47 -0.17
C -2.89533 2.67921 -0.05838 0.25 0.10 -0.27
C -1.78844 1.82733 0.07570 -0.13 -0.02 0.01
O 2.38166 -1.32917 1.33401 -0.94 1.36 -0.85
H 3.27486 1.52895 -0.04141 0.18 -0.62 0.05
H 4.17162 0.65252 1.25465 -0.52 -0.21 -0.42
H 4.12167 -0.07004 -0.37069 -0.47 0.75 0.45
H 1.00683 1.31938 0.08100 0.48 1.04 0.07
H 0.67459 -2.80601 2.05813 -0.35 -0.16 -0.44
H 0.04703 -5.06947 1.24219 -0.28 0.31 -0.21
H -1.82265 -5.34031 -0.41119 0.06 0.25 0.13
H -3.12385 -3.32897 -1.14084 0.36 -0.05 0.39
H -2.58780 -1.07794 -0.20399 0.40 -0.47 -0.02
H -1.41186 -1.90400 3.47014 0.45 0.31 0.27
H -1.10176 -1.95291 5.92636 0.15 0.19 -0.26
H 0.45424 -0.35962 7.05340 -0.01 -0.05 -0.23
H 1.67930 1.31338 5.67221 -0.18 -0.20 -0.12
H 1.36594 1.41314 3.20244 -0.04 -0.27 0.35
H -2.57911 0.44261 3.11063 -0.10 0.25 -0.34
H -4.52900 1.95450 2.83270 0.30 -0.03 -0.29
H -4.74180 3.39226 0.79676 0.10 -0.08 0.07
H -2.96242 3.31629 -0.94988 0.00 -0.30 0.43
H -1.00418 1.79733 -0.69885 -0.70 0.13 0.42
```
Forces are in eV/Å.

- charge = +1
- energy above the lowest of the compared OMol25 structures with the same formula, charge and spin (eV) = 0.000
- electronic energy (Ha) = -1928.4707
- gap between HOMO and LUMO (hartree) = 0.3116

These are the Löwdin partial charges, in e, on atoms 1 to 8: F 0.05; C -0.26; C 0.01; C -0.03; C -0.17; C -0.13; C -0.19; C -0.02